24
Properties=species:S:1:pos:R:3 method="wB97M-V/def2-TZVPD" orbital_gap_ev=8.65 de_lowest_kj_mol=665.1 e_homo_ev=-8.760 lumo_ha=-0.004 energy_ha=-611.32931
H -1.71842 -2.02936 0.98466
H 0.03296 0.62361 3.33013
O 0.50109 -0.47903 1.07330
O 4.58552 -2.56900 -1.23242
H -0.40157 -0.81697 1.07567
H -3.44888 -2.15360 -0.87363
H -3.01958 -2.09901 1.76708
O 0.13223 3.81569 0.00819
O 2.34462 1.30706 -0.46731
O -2.27571 2.21262 -1.85231
H 2.04612 0.71635 0.23337
H -0.76594 4.01240 -0.28093
H 0.70565 1.12449 2.06259
H 4.45643 -2.05698 -2.03875
H 4.96603 -1.93725 -0.61186
O 0.09377 0.45250 2.38355
H -2.17831 -2.49700 -1.63375
H 0.16774 4.15419 0.90994
H 2.00649 0.90314 -1.27447
O -2.36950 -2.65463 1.32249
H 1.03965 -1.25016 0.86285
O -3.12305 -2.35258 -1.75864
H -1.32036 2.28963 -1.95410
H -2.45697 1.28389 -2.03563